# 1
2 unconnected molecules or ions with the total composition C4N4Si in a non-equilibrium geometry, computed with ωB97M-V/def2-TZVPD.

```
9
Properties=species:S:1:pos:R:3:forces:R:3:mulliken_charge:R:1
Si -0.097 -0.268 0.607 -0.2 -0.2 -1.3 0.262
N 0.593 1.652 -2.071 0.1 0.8 -1.2 -0.231
N -2.418 1.460 1.343 0.3 -0.5 -0.2 -0.326
N 2.350 -0.912 2.215 0.2 0.1 -0.1 -0.315
N -0.457 -2.649 -1.146 -0.2 -0.4 -0.6 -0.321
C -0.489 -1.634 -0.614 0.6 1.1 1.8 0.233
C 0.714 2.333 -3.014 -0.2 -0.8 1.2 0.214
C -1.616 0.664 1.088 0.8 0.0 0.5 0.252
C 1.420 -0.647 1.590 -1.5 0.0 0.0 0.233
```
Positions in Å, forces in eV/Å.

**Kohn-Sham gap (spin up / spin down)**: 8.4511 / 8.0396 eV
**Multiplicity**: 3
**Charge**: 0
**E_tot**: -17979.166 eV
**HOMO (spin up / spin down)**: -9.12 / -13.11 eV

---

# 2
14 unconnected molecules or ions with the total composition C74H141N9O21 in a non-equilibrium geometry, computed with ωB97M-V/def2-TZVPD.

```
245
Properties=species:S:1:pos:R:3:forces:R:3:mulliken_charge:R:1
O -1.370 4.672 -6.170 -0.4 -0.1 1.5 -0.623
O 1.672 6.619 0.891 -0.3 0.0 0.3 -0.863
O 1.256 1.096 -6.929 -1.2 -0.6 -0.2 -0.552
O -2.691 -2.026 -5.851 -0.7 -0.1 0.7 -0.916
O -0.860 -1.471 -4.787 0.9 0.5 1.1 -0.673
O 2.583 -1.258 5.976 -0.7 0.6 -2.2 -0.625
O 1.513 4.414 0.811 0.0 -1.9 1.3 -0.101
O 2.342 -1.466 8.116 -1.2 0.3 0.5 -0.813
O -1.295 6.651 -5.148 -0.6 -0.9 1.4 -0.763
O -4.763 -1.906 3.177 -2.1 -2.3 0.9 -0.806
O 2.100 -0.680 1.353 0.3 -1.1 0.1 0.468
O 4.105 3.574 -4.182 0.2 -1.2 0.5 -0.849
O -4.256 -0.216 -1.145 0.3 0.4 0.2 0.017
O 6.240 0.503 -1.689 -0.3 1.2 1.6 -0.595
O -3.905 -4.837 -1.696 1.3 0.6 2.0 0.506
O -3.164 -1.097 1.980 3.0 -0.2 -3.2 -0.662
O 7.343 -1.247 -0.970 0.9 -0.3 1.5 -0.751
O 2.189 2.847 -3.359 -1.4 -0.5 1.2 -0.501
O 1.104 -4.900 -0.380 -1.4 -0.1 -1.8 -0.291
O -3.183 -4.109 7.780 -0.2 0.3 -0.5 -0.184
O -3.886 1.822 -8.151 -1.7 0.4 0.3 -0.180
N 0.286 0.156 -1.102 0.3 0.2 2.1 1.078
N -3.725 4.156 3.638 1.5 1.8 -0.5 0.089
N -1.489 -4.393 5.428 1.2 0.0 -2.3 0.525
N 5.341 4.591 -0.446 -3.1 -2.4 1.0 0.201
N -0.302 -7.346 -1.823 -0.6 -0.5 -2.3 0.413
N -4.109 -2.695 -0.052 -2.8 -1.3 0.3 2.629
N -1.451 0.166 -7.523 -0.4 -0.1 1.0 0.317
N 2.927 2.579 5.379 0.6 0.3 0.1 0.256
N 7.444 11.109 -0.983 -0.5 -0.2 1.0 0.084
C 1.926 -8.406 -2.901 -1.8 1.2 0.8 -1.294
C -0.143 0.770 -2.452 1.2 0.1 1.3 -0.082
C -5.129 4.306 3.307 -0.6 0.0 -0.6 -0.844
C 0.331 3.235 4.658 1.5 0.6 -0.1 0.587
C 4.651 3.241 -0.515 0.6 -0.3 -0.7 -0.608
C -3.445 3.446 4.713 1.8 -1.1 -0.3 -0.578
C -1.366 4.378 3.074 -1.6 1.1 0.4 -0.503
C 1.355 -4.811 0.977 0.6 0.5 0.5 -0.370
C 1.215 -7.344 -1.941 1.2 -0.3 -0.1 -0.706
C 0.611 -1.299 -1.252 -0.5 0.1 -2.6 0.839
C -0.699 -5.611 7.552 0.5 -1.2 -1.1 -1.600
C -4.431 -5.274 -2.908 -1.7 -0.1 -0.2 -1.375
C -1.491 5.416 -5.131 0.7 -0.4 -2.1 0.278
C 8.067 8.782 -0.781 -0.9 3.5 -0.1 -0.640
C 4.308 2.094 5.725 -1.2 -0.5 0.9 -0.869
C 5.741 9.532 -0.499 0.0 1.3 0.7 -0.662
C -0.577 -5.154 4.362 -0.1 1.2 0.4 -1.040
C 7.872 12.489 -1.324 -0.1 -0.2 0.2 -0.917
C -1.034 3.619 4.202 -1.1 -1.1 0.2 1.110
C -4.038 -1.007 2.818 -0.8 1.8 1.9 0.062
C -2.393 0.131 -8.714 0.3 0.9 1.4 -0.809
C -1.989 -1.969 -4.799 0.3 -0.1 -1.9 -0.007
C -0.826 -6.383 -0.698 0.9 -0.3 -0.6 -0.581
C -4.652 -5.129 -0.444 1.0 -0.4 -2.9 -1.137
C 1.525 2.008 -7.988 1.8 0.9 0.2 -0.766
C -0.889 -6.889 -3.210 -0.5 1.8 1.5 -1.213
C 3.632 1.176 -4.259 -0.1 0.3 0.0 -0.282
C -1.874 4.602 -3.825 0.0 0.6 0.5 -0.113
C -2.511 -2.620 -3.522 -1.0 0.4 -0.2 1.972
C -0.936 0.223 -0.079 0.1 1.4 -1.5 1.029
C 5.367 6.765 0.481 0.6 -1.6 -1.5 -0.692
C -0.338 -9.507 -0.376 0.1 1.4 0.0 -1.126
C 8.397 10.167 -0.935 -0.1 -2.4 -0.7 -0.275
C -2.735 4.729 2.865 0.9 -1.6 0.7 -0.281
C -1.211 1.444 -6.675 0.2 0.0 -1.6 -0.879
C 5.437 -0.564 0.270 0.8 0.9 1.6 0.177
C 1.842 -1.686 -2.202 -0.3 -0.5 1.9 -1.063
C 1.953 2.670 6.322 0.2 -0.6 -0.4 -0.613
C -4.256 -4.066 0.547 -0.3 0.6 0.9 -0.574
C -4.126 -3.589 8.713 0.2 -0.2 0.0 -0.828
C -3.855 -4.439 6.574 0.7 0.2 0.1 -0.968
C 6.736 6.141 -1.499 -0.6 0.1 2.2 -1.022
C -2.882 -5.043 5.536 0.9 -0.5 0.0 -0.717
C -5.496 -2.135 -0.396 0.5 0.8 -2.1 -0.469
C 6.205 4.840 -1.377 1.9 2.4 -1.4 0.068
C 1.741 0.653 1.034 0.0 -1.0 0.4 -0.105
C 1.472 0.938 -0.475 -1.2 0.5 1.1 -0.445
C 6.162 10.848 -0.578 0.1 -0.4 -1.8 -0.284
C 4.881 5.452 0.462 1.4 2.0 0.7 -0.044
C -0.260 -4.932 -0.770 -0.1 -0.6 0.1 0.463
C 0.610 -0.464 6.984 -3.3 0.9 -0.3 -0.051
C -5.346 -1.066 -1.493 0.5 1.1 -0.5 -0.819
C 1.880 -1.113 7.002 4.9 -1.8 1.6 0.303
C -0.668 -2.097 4.191 0.7 -1.3 0.1 -0.935
C 6.691 8.562 -0.588 2.5 -2.8 -0.7 0.779
C -4.150 0.362 3.505 -0.2 -0.2 -0.1 -0.504
C 0.652 3.032 6.012 0.2 -0.1 -0.9 -0.686
C -0.664 -4.365 6.711 0.2 0.9 0.2 -0.395
C 1.404 3.172 3.745 -1.8 -0.1 -0.6 0.039
C 2.699 2.913 4.104 -1.1 -0.4 0.2 -0.385
C -5.226 2.250 -8.451 0.5 1.0 0.2 -0.873
C 2.657 -0.886 2.697 -1.0 1.0 -1.2 -1.132
C 6.503 -0.358 -0.781 -0.8 -1.6 -4.4 0.184
C 6.313 7.132 -0.536 -1.5 -1.4 0.0 0.620
C 3.288 2.643 -3.896 0.9 1.0 -0.9 0.548
C -1.422 1.670 0.292 0.8 -0.8 0.4 -0.696
C -3.854 0.453 -8.361 2.0 -0.8 -0.9 -0.528
C 0.210 5.598 -0.690 -1.0 -0.3 -0.9 -0.569
C -0.900 -8.755 -1.625 0.2 -0.6 0.8 -0.446
C -1.776 -2.916 4.861 0.1 -0.9 0.4 -0.508
C 1.155 5.562 0.457 1.6 1.4 -0.5 0.322
C -2.097 3.093 4.948 -1.3 0.6 0.7 -0.949
C 0.203 1.489 -6.017 -0.1 0.7 -1.0 1.382
C -4.059 0.884 -2.040 -0.7 0.4 -0.6 -0.914
H 2.962 -8.129 -3.092 -0.1 0.1 0.5 0.437
H -0.866 -4.225 -0.204 -0.2 -0.3 1.0 0.148
H -0.893 -1.031 4.148 -0.2 -0.2 0.2 0.319
H -1.910 -6.606 -2.955 -0.3 -0.6 -0.3 0.389
H 2.230 1.597 -8.711 -0.8 -1.2 -0.4 0.338
H 3.637 3.293 -0.118 0.2 0.3 0.3 0.045
H 4.513 -1.072 -0.007 0.2 0.2 -0.5 -0.053
H -2.222 -2.518 5.772 0.0 0.6 -0.4 0.536
H -4.586 -2.684 8.316 -0.2 0.0 0.0 0.304
H 0.642 0.494 -3.156 -0.2 0.4 0.0 0.247
H -5.033 -3.948 1.303 -0.1 0.0 0.0 0.435
H 1.837 -9.389 -2.438 0.2 -0.1 -0.4 0.313
H 4.176 0.714 -3.436 0.7 0.2 -0.1 -0.009
H 1.044 1.940 -0.483 0.6 0.4 0.0 -0.140
H 2.541 1.289 1.412 0.2 0.5 -0.5 0.464
H 9.392 10.507 -1.181 0.1 0.0 0.1 0.435
H -6.134 -2.923 -0.795 0.2 -0.1 0.2 0.428
H 0.327 -2.261 4.605 0.1 0.4 0.5 0.542
H -1.116 0.412 -2.788 0.1 -0.2 0.3 -0.733
H -1.163 3.814 -3.577 0.3 -0.2 -0.6 -0.410
H -0.955 -3.448 7.224 -0.1 -0.3 0.2 0.356
H -0.755 -9.340 -2.533 0.4 0.3 0.0 0.486
H -5.715 -5.195 -0.676 -0.2 0.5 0.1 0.491
H -4.407 0.183 -9.261 -0.2 0.0 -0.2 0.509
H 5.456 11.665 -0.618 0.1 0.2 0.2 0.367
H -5.313 3.329 -8.323 0.4 0.0 0.0 0.268
H -2.493 -3.071 4.055 -0.5 -0.1 0.5 -0.037
H -3.547 1.748 -1.617 0.6 -0.7 0.6 0.054
H 4.745 2.846 6.382 0.4 -0.1 -0.4 0.332
H -4.865 -4.370 8.891 -0.3 0.2 0.2 0.318
H 4.854 1.803 4.828 -0.1 0.5 0.1 0.329
H 5.883 -1.084 1.118 -0.1 -0.2 0.1 0.331
H -5.110 0.472 4.011 0.0 0.1 -0.1 0.507
H -1.974 -8.574 -1.583 0.0 -0.1 0.3 0.463
H 1.446 -8.354 -3.879 -0.1 -0.4 0.0 0.314
H 8.344 12.846 -0.408 -0.2 0.7 -0.3 0.377
H -5.994 -1.666 0.453 0.6 -0.4 0.4 0.343
H -0.126 -6.384 7.039 0.2 -0.1 -0.5 0.462
H -3.367 -4.222 1.158 0.3 -0.4 -0.5 0.254
H -0.118 1.834 -2.216 -0.1 0.0 -0.8 0.216
H -0.530 -10.570 -0.226 -0.4 0.1 -0.8 0.413
H -3.587 -2.729 -3.662 0.0 -0.4 0.1 0.109
H 2.400 0.951 -1.047 -0.4 -0.5 -0.5 0.665
H -2.859 4.139 -3.880 -0.2 -0.1 -0.5 0.341
H 2.079 -1.269 -3.181 -0.9 0.6 0.2 -0.053
H 0.720 2.552 -8.482 -0.4 -0.5 0.2 0.288
H -1.770 -0.205 -0.636 0.2 -0.5 0.1 -0.495
H -0.342 -1.528 -1.729 0.2 -1.2 -0.5 -0.164
H -1.803 -0.541 -6.894 0.0 -1.1 0.8 -0.148
H -2.005 0.965 -9.298 -0.3 -0.5 -0.8 0.432
H -4.367 3.151 5.192 0.6 -0.6 0.7 0.401
H -2.037 -3.585 -3.344 0.1 0.1 0.1 -0.607
H 0.669 0.550 7.378 0.0 -0.1 0.2 0.278
H 2.445 -4.769 0.988 -0.1 0.1 0.7 0.408
H -2.682 -6.103 5.688 -0.1 0.1 0.4 0.565
H -0.513 -6.890 0.214 0.2 0.3 0.1 0.378
H -2.398 -1.937 -2.680 0.4 0.0 0.2 -1.184
H -4.763 -6.306 -2.788 -0.3 -0.1 -0.4 0.423
H 0.603 -1.816 -0.293 0.6 0.4 0.0 -0.111
H -1.868 2.441 5.777 -0.2 0.0 0.1 0.348
H 2.207 2.299 7.304 0.2 0.2 0.1 0.489
H 3.477 2.869 3.357 0.2 -0.1 0.3 0.603
H 2.754 0.540 -4.367 -0.4 0.3 -0.2 -0.207
H -4.986 1.375 -2.335 -0.6 -0.4 0.0 0.539
H 0.744 -9.383 -0.349 0.0 -0.1 0.0 0.275
H 1.485 -6.333 -2.245 -0.1 -0.1 0.0 0.439
H 0.385 -4.244 6.443 -0.1 0.4 -0.4 0.564
H -3.824 -2.105 0.716 1.4 1.2 1.2 -0.923
H -0.782 2.040 1.093 0.0 0.3 -0.1 -0.887
H 2.256 2.759 -7.685 -0.5 0.7 1.0 0.341
H -1.666 -6.104 7.653 0.0 0.6 0.9 0.215
H -5.437 3.309 2.991 -0.2 0.3 -0.8 0.384
H -3.286 -4.981 4.526 -0.2 0.2 0.1 0.423
H 4.583 2.962 -1.566 -0.1 0.3 -0.2 -0.413
H -0.834 -7.494 -4.115 0.3 -0.7 0.8 0.434
H 2.765 -1.618 -1.626 0.0 0.2 0.1 0.009
H -1.915 -6.445 -0.707 0.0 0.2 -0.4 0.006
H 8.774 7.972 -0.890 0.1 0.2 0.2 0.517
H 1.727 -2.760 -2.347 -0.1 -0.1 -0.1 0.212
H -3.621 -3.347 9.648 0.1 -0.1 -0.2 0.277
H -3.350 0.412 4.243 0.1 0.1 0.0 0.045
H -0.598 4.815 2.452 0.1 0.1 -0.3 0.758
H 5.320 2.479 -0.114 -0.1 0.1 0.4 0.524
H 0.900 -3.912 1.392 0.2 0.4 0.1 -0.096
H 5.017 7.368 1.306 0.1 0.5 -0.3 0.516
H -0.103 3.060 6.783 0.2 0.1 0.2 0.676
H -0.728 5.134 -0.384 -0.4 0.2 0.2 0.048
H 0.404 2.527 -5.753 -0.4 0.2 0.2 0.699
H -5.209 -1.398 -2.522 0.4 -0.9 0.0 0.282
H -3.805 -5.191 -3.796 0.8 0.1 0.6 0.316
H -0.490 -6.232 4.499 -0.5 0.2 0.3 0.498
H 2.638 -1.954 2.912 0.4 0.2 -0.2 0.192
H 0.232 0.915 -5.091 0.3 -0.4 -0.6 -1.322
H -3.992 1.111 2.729 0.0 0.3 0.2 -0.088
H 4.171 1.147 -5.206 0.3 -0.1 0.3 0.440
H 0.997 -5.639 1.589 0.0 -0.5 -0.1 0.270
H -0.543 -0.152 -7.830 0.6 -0.1 0.0 0.497
H -1.914 5.179 -2.901 0.1 0.6 -0.1 0.355
H -5.426 2.020 -9.498 -0.3 -0.1 0.0 0.344
H -4.664 -5.122 6.836 0.0 -0.5 -0.4 0.585
H -2.303 -0.880 -9.112 0.2 0.3 -0.3 0.426
H 1.583 -7.457 -0.921 0.1 0.0 -0.1 0.499
H -0.435 -4.452 -1.733 0.7 -0.5 -0.6 -0.278
H 7.011 13.054 -1.682 0.1 0.1 0.5 0.302
H -3.579 0.602 -2.977 0.2 -0.3 0.1 0.290
H -5.254 -4.597 -3.136 -0.6 -0.4 -0.3 0.398
H -5.188 5.101 2.564 -0.5 -0.4 -0.1 0.289
H -0.071 -1.041 7.610 -0.1 0.2 0.3 0.408
H 2.029 -0.418 3.455 -0.2 0.1 0.1 0.363
H -0.044 -5.487 8.414 -0.8 0.3 0.5 0.458
H -1.314 2.205 -7.449 0.1 0.5 0.5 0.327
H 0.017 6.561 -1.163 0.1 0.0 0.3 0.502
H -5.963 1.822 -7.771 0.0 -0.4 -0.1 0.320
H 3.632 -0.402 2.741 0.3 -0.5 0.0 0.241
H 0.423 -4.723 4.419 0.0 0.0 0.8 0.425
H 4.718 9.214 -0.363 -0.2 0.5 0.1 0.654
H -2.050 1.553 -5.987 0.3 0.0 0.0 0.324
H 5.281 0.470 0.577 -0.9 0.1 0.5 -0.094
H -4.229 -0.201 -7.574 -0.1 0.2 0.5 0.372
H -3.430 -2.706 -0.799 -0.1 0.3 -0.7 -0.304
H 7.547 6.259 -2.203 -0.3 0.5 -0.2 0.450
H 4.269 5.146 1.298 -0.6 -0.5 -0.6 0.261
H 0.152 -0.429 5.995 0.1 0.3 -0.2 -0.390
H -0.714 -9.019 0.523 0.0 0.0 0.1 0.295
H -6.217 -0.427 -1.638 -0.6 -0.2 0.7 0.606
H 1.133 3.209 2.700 0.5 0.6 -0.5 -0.351
H -5.795 4.502 4.146 0.6 0.5 0.3 0.353
H -3.082 5.402 2.095 0.2 -0.1 -0.2 0.464
H 0.875 0.834 1.671 -0.4 0.6 -0.1 -0.665
H -0.478 -5.910 -3.459 0.6 -0.2 0.1 0.469
H -4.384 -6.160 -0.213 0.1 0.1 0.8 0.539
H -2.431 1.607 0.700 -0.1 -0.4 0.0 0.308
H 6.497 4.050 -2.054 -0.2 -0.2 -0.1 0.554
H -1.461 2.416 -0.502 0.3 -0.3 -0.2 0.328
H 4.126 1.174 6.281 0.2 -0.1 0.1 0.330
H -0.769 -4.873 3.327 -1.2 -0.2 0.1 0.095
H -4.352 -3.577 6.129 0.1 0.4 0.0 0.535
H -0.665 -0.355 0.804 -0.1 0.0 -0.2 0.782
H 8.582 12.478 -2.150 0.0 -0.3 0.2 0.361
H -0.574 -2.454 3.166 -0.2 0.2 -0.2 -0.011
H 0.539 4.899 -1.459 0.4 0.1 -0.1 0.043
```
Positions in Å, forces in eV/Å.

**Kohn-Sham gap**: 1.8042 eV
**Charge**: +2
**E_tot**: -135402.007 eV
**HOMO**: -7.84 eV

---

# 3
2 unconnected molecules or ions with the total composition C5H12NO in a non-equilibrium geometry, computed with ωB97M-V/def2-TZVPD.

```
19
Properties=species:S:1:pos:R:3:forces:R:3:mulliken_charge:R:1
O 0.198 -2.668 -0.996 0.4 0.5 -0.5 -0.627
N 0.993 -0.274 -1.316 2.6 0.9 -0.8 -0.015
C 2.005 -0.278 -2.163 -2.3 2.4 3.0 -0.159
C -0.708 1.054 1.732 2.6 -0.3 2.0 -0.383
C -0.071 0.046 0.798 2.0 3.4 0.2 -0.515
C 0.763 0.548 -0.179 -0.6 -0.5 -0.9 -0.183
C -2.090 1.410 1.232 -1.3 2.4 0.1 -0.919
H 0.075 1.898 1.840 -1.7 -0.7 -0.5 0.314
H 0.182 -0.817 -1.466 -0.3 -2.2 -0.2 0.359
H -0.413 -3.206 -0.517 -0.4 -0.9 0.4 0.302
H -2.977 1.048 1.878 1.7 0.4 -1.1 0.292
H 2.600 0.672 -2.184 0.1 -1.5 0.1 0.239
H -0.715 0.652 2.786 -0.2 0.2 -1.1 0.360
H 2.103 -1.174 -2.686 0.2 -0.8 -1.7 0.318
H -2.193 1.029 0.177 -0.3 0.8 1.0 0.316
H 1.066 -3.083 -0.989 -0.2 -0.4 0.2 0.308
H -0.023 -0.938 1.194 -0.7 -1.3 -1.0 0.472
H 1.308 1.478 -0.425 -1.2 0.3 1.3 0.289
H -2.102 2.602 1.284 -0.5 -2.6 -0.6 0.232
```
Positions in Å, forces in eV/Å.

**Kohn-Sham gap**: 8.3658 eV
**Charge**: +1
**E_tot**: -8907.435 eV
**Relative energy (zero: lowest compared OMol25 entry of this formula, charge and spin)**: 3.195 eV
**HOMO**: -13.81 eV